# C11H14BF3N6O3PdS

A structure of composition C11H14BF3N6O3PdS (the ωB97M-V functional and the def2-TZVPD basis, OMol25).

Each line ends with the natural charge from an NBO analysis.
Geometry (Å):
N: -0.256 1.391 -2.149  -0.286
H: -2.204 -3.186 -0.241  0.235
C: -1.693 -2.722 -1.077  0.012
H: -1.350 4.470 -2.033  0.268
F: -1.414 0.961 4.283  -0.314
N: -0.825 -1.719 -0.889  -0.281
C: -1.125 2.750 -0.658  -0.066
F: 0.255 0.598 5.672  -0.276
C: -0.474 2.565 -2.797  0.139
O: 0.212 1.160 1.887  -0.708
H: 2.855 -0.727 1.498  0.243
N: -0.510 -1.206 -2.149  -0.338
Pd: -0.131 -1.372 1.168  1.042
C: 3.670 -0.255 -0.545  -0.292
O: 2.183 1.524 3.351  -0.674
C: -1.823 -2.978 -2.448  -0.310
C: -1.907 -1.359 1.941  -0.873
B: 0.446 -0.004 -2.433  0.551
H: -2.768 -1.850 1.492  0.281
H: -0.248 2.704 -3.847  0.270
C: -0.115 1.267 4.554  0.747
C: -1.056 -2.017 -3.089  0.062
H: -0.854 -1.889 -4.139  0.262
N: 1.495 -0.574 -0.098  -0.298
C: 2.952 -0.061 -1.707  0.072
N: 1.633 -0.192 -1.436  -0.339
F: -0.044 2.594 4.807  -0.276
H: -2.394 -3.768 -2.895  0.273
C: 2.715 -0.551 0.445  -0.001
H: 0.793 0.024 -3.571  0.000
S: 0.974 0.779 3.081  2.226
H: -1.471 3.070 0.313  0.259
H: 4.727 -0.199 -0.394  0.272
H: -1.082 -2.213 2.081  0.250
C: -1.037 3.458 -1.886  -0.013
N: -0.689 1.514 -0.857  -0.133
H: -1.770 -0.411 1.329  0.270
H: -2.064 -0.991 2.954  0.294
O: 1.091 -0.707 3.187  -0.809
H: 3.301 0.123 -2.704  0.259

Summary:
2S+1: 3
Gap between HOMO and LUMO (alpha / beta): 6.343 / 3.681 eV
Maximum force: 9.73 eV/Å
Expectation value of S²: 2.042
Net charge: +2

---

# C30H34MnN8O5S3SeSi

A structure of composition C30H34MnN8O5S3SeSi (the ωB97M-V functional and the def2-TZVPD basis, OMol25).

Each line ends with the Löwdin charge.
Geometry (Å):
N: 4.791 3.943 4.087  0.075
N: -2.414 0.810 -2.482  0.049
C: 2.538 3.144 3.685  -0.029
C: -2.184 -5.171 0.651  -0.049
H: 3.953 -2.701 1.892  0.011
C: -2.510 1.109 -3.767  -0.156
C: 0.867 0.651 -2.038  -0.259
H: -0.214 -3.215 2.954  -0.002
N: -2.955 -0.518 -0.727  -0.107
H: 2.016 0.388 -5.267  0.102
H: -3.188 -5.749 -2.532  0.100
S: -0.886 4.959 2.581  0.538
C: 4.483 0.665 -4.323  -0.224
C: -2.643 -3.875 0.794  -0.113
H: -1.638 -5.652 1.456  0.107
C: 3.465 4.188 3.706  -0.333
H: 1.379 6.713 2.793  0.105
H: 1.253 -4.056 3.481  0.007
H: -2.045 2.042 -4.070  0.110
H: -2.320 -7.708 -1.409  0.072
C: -3.169 0.307 -4.680  -0.080
N: -0.563 3.200 -0.782  -0.029
C: 0.816 4.677 3.040  -0.287
C: -2.380 -5.854 -0.548  -0.330
C: 0.885 0.514 -3.438  -0.149
C: 1.997 -4.828 0.658  -0.254
C: -1.959 0.887 2.307  -0.121
S: 0.014 5.705 -0.451  0.993
H: -4.234 -1.563 -4.819  0.104
C: 1.722 5.722 3.060  -0.069
H: -1.909 1.963 2.390  0.039
C: 1.219 3.387 3.349  -0.044
H: 0.499 2.580 3.299  0.114
C: -3.049 -5.221 -1.594  -0.040
H: -0.054 0.391 -3.971  0.065
C: 2.048 0.507 -4.189  -0.060
H: -3.233 0.572 -5.726  0.085
H: -1.796 0.429 3.288  0.085
C: -3.513 -3.925 -1.449  -0.066
H: 3.076 -1.159 1.825  0.009
C: -3.722 -0.857 -4.170  -0.137
H: 2.865 2.136 3.915  0.109
H: 2.199 0.861 -0.360  0.089
H: 1.090 -5.358 0.357  -0.003
O: -3.815 -1.369 1.418  -0.343
H: 3.616 -1.924 0.331  0.010
H: -4.018 -3.405 -2.251  0.089
O: -0.915 0.469 1.404  -0.251
N: -3.671 -1.184 -2.894  0.121
H: -1.677 -7.637 0.145  0.075
C: 3.045 5.480 3.397  -0.045
H: 5.088 2.991 3.946  0.079
N: -1.104 3.943 1.372  -0.136
H: 3.766 6.290 3.407  0.101
C: -3.048 -0.334 -2.052  -0.464
O: -0.997 6.360 2.219  -0.383
H: -1.035 -0.484 1.227  -0.039
O: -5.271 -1.567 -0.541  -0.323
C: 3.314 0.785 -2.163  -0.054
H: 2.488 -5.392 1.459  0.009
S: -3.930 -1.609 -0.004  0.602
Si: 1.555 -3.046 1.179  0.039
N: -1.866 -7.145 -0.711  0.082
C: 0.877 -3.166 2.965  -0.232
C: -0.629 4.144 0.149  -0.663
H: 4.272 0.888 -1.664  0.105
H: -2.935 0.579 1.943  0.050
C: 0.356 4.959 -1.981  -0.438
C: -0.028 3.674 -1.962  -0.283
H: 5.455 4.605 3.721  0.075
Mn: -0.917 0.889 -0.834  0.827
O: -1.692 4.513 3.690  -0.328
H: 0.082 2.982 -2.785  0.081
H: 1.160 -2.288 3.553  0.012
C: -3.306 -3.259 -0.254  -0.312
H: 0.801 5.517 -2.788  0.046
C: 3.214 -2.122 1.327  -0.248
C: 3.285 0.652 -3.556  -0.271
H: 2.664 -4.808 -0.208  0.013
N: 5.447 0.680 -4.956  0.104
Se: 0.129 -2.162 -0.289  0.314
C: 2.137 0.779 -1.442  -0.145
H: -2.495 -3.320 1.708  0.099

Summary:
2S+1: 6
Gap between HOMO and LUMO (alpha / beta): 5.944 / 6.035 eV
Maximum force: 0.77 eV/Å
Expectation value of S²: 8.756
Net charge: -2

---

# C12H24Cl2LuN2S

A structure of composition C12H24Cl2LuN2S (the ωB97M-V functional and the def2-TZVPD basis, OMol25).

Each line ends with the natural charge from an NBO analysis.
Geometry (Å):
H: 0.437 4.326 -1.758  0.236
H: -1.850 -5.628 -0.351  0.203
H: 3.409 0.972 0.021  0.216
C: 3.410 3.191 -0.288  -0.406
C: -0.907 -3.878 0.453  -0.208
H: 4.482 3.533 -0.361  0.193
Cl: -0.468 -0.835 -2.518  -0.633
C: 2.535 4.267 -0.977  -0.384
H: -1.318 1.968 -4.024  0.177
Cl: -1.642 2.906 0.305  -0.622
H: 0.117 -4.286 0.378  0.188
H: -1.686 3.447 -2.985  0.174
H: -2.672 -2.758 1.923  0.206
H: -1.400 -4.436 -1.586  0.224
C: -2.470 -2.746 4.085  -0.615
H: -1.802 -3.606 4.206  0.208
H: -3.503 -3.095 4.193  0.211
H: -0.500 -1.118 3.119  0.402
Lu: -0.616 1.457 -1.400  1.289
H: 2.917 4.482 -1.987  0.187
C: -1.798 -4.557 -0.573  -0.615
H: 4.327 1.540 -1.480  0.202
C: 2.144 1.402 -1.722  -0.188
N: -0.878 -2.420 0.229  -0.651
H: 2.021 0.358 -1.959  0.238
C: 3.404 1.728 -0.869  -0.439
C: 1.101 3.700 -1.137  -0.481
C: -2.302 -2.105 2.721  -0.220
N: -0.868 -1.807 2.467  -0.636
H: -2.270 -2.028 4.887  0.205
C: -1.699 2.288 -3.018  -1.323
H: -2.817 -4.156 -0.543  0.212
H: 3.098 3.185 0.753  0.201
H: -0.737 -2.079 -0.733  0.456
H: 0.465 2.507 -3.106  0.273
S: 0.506 -0.185 0.832  -0.221
C: -0.464 -1.546 1.183  0.360
H: 0.599 3.672 -0.142  0.266
H: -1.262 -4.081 1.472  0.193
H: 2.559 5.261 -0.452  0.197
C: 1.269 2.320 -1.936  -0.477
H: -2.872 -1.161 2.680  0.201

Summary:
Gap between HOMO and LUMO (alpha / beta): 4.591 / 4.591 eV
Maximum force: 4.67 eV/Å
Net charge: -1

---

no.,energy (eV)
1,-49838.147
2,-190874.812
3,-85314.198